# C27H78N10O14

A 10-piece molecular cluster, C27H78N10O14 overall at a distorted geometry (ωB97M-V/def2-TZVPD, the OMol25 dataset).

Geometry as XYZ:
```
129
Properties=species:S:1:pos:R:3:mulliken_spin:R:1
C 2.135 0.930 -4.700 0.000
O 1.927 -0.189 -4.601 0.000
N 2.775 1.570 -5.610 0.000
N 1.687 1.813 -3.837 0.000
H 2.917 2.564 -5.504 0.000
H 3.163 1.105 -6.419 0.000
H 1.892 2.801 -3.891 0.000
H 1.153 1.305 -3.147 0.000
C 1.759 2.560 1.787 0.000
O 0.832 3.221 2.268 0.000
N 1.951 2.257 0.517 0.000
N 2.582 1.866 2.507 0.000
H 1.266 2.667 -0.102 0.000
H 2.813 1.861 0.170 0.000
H 3.313 1.279 2.131 0.000
H 2.509 1.906 3.514 0.000
C 2.138 -3.426 -3.326 0.000
O 2.303 -4.597 -2.990 0.000
N 3.104 -2.696 -3.859 0.000
N 1.145 -2.698 -3.103 0.000
H 2.761 -1.850 -4.292 0.000
H 3.902 -3.269 -4.095 0.000
H 0.368 -3.089 -2.589 0.000
H 1.111 -1.738 -3.413 0.000
C -2.010 0.348 7.820 0.000
O -1.953 1.080 6.612 0.003
C -2.887 0.653 5.601 0.011
C -2.434 0.972 4.167 -0.004
N -2.982 0.096 3.132 0.428
C -2.648 0.739 1.844 -0.003
C -2.877 -0.106 0.569 0.004
O -4.268 -0.565 0.498 0.003
C -4.677 -1.159 -0.714 -0.001
H -2.918 0.236 8.413 0.000
H -1.229 0.770 8.453 0.000
H -1.705 -0.672 7.584 0.000
H -3.866 1.101 5.776 0.007
H -3.101 -0.413 5.674 0.000
H -1.387 1.251 4.043 0.020
H -2.996 1.894 4.020 0.012
H -2.577 -0.827 3.197 -0.016
H -1.611 1.075 1.830 0.020
H -3.317 1.596 1.759 0.012
H -2.053 -0.797 0.395 0.002
H -2.772 0.596 -0.259 -0.002
H -3.785 -1.719 -0.994 0.000
H -4.877 -0.395 -1.465 0.000
H -5.519 -1.845 -0.629 0.000
C -5.408 2.904 -2.713 0.000
O -4.206 2.809 -3.439 0.000
C -3.292 1.809 -2.956 0.000
C -2.021 1.733 -3.821 0.000
N -1.110 2.890 -3.804 0.000
C -1.614 4.049 -4.554 0.000
C -1.587 3.870 -6.071 0.000
O -0.237 3.765 -6.536 0.000
C -0.048 3.424 -7.943 0.000
H -6.009 3.615 -3.279 0.000
H -5.275 3.247 -1.687 0.000
H -5.935 1.951 -2.678 0.000
H -3.805 0.860 -3.115 0.000
H -3.050 1.976 -1.907 0.000
H -2.305 1.521 -4.852 0.000
H -1.467 0.855 -3.487 0.000
H -0.271 2.819 -4.363 0.000
H -1.118 4.999 -4.355 0.000
H -2.586 4.243 -4.100 0.000
H -2.013 4.752 -6.551 0.000
H -2.234 3.096 -6.486 0.000
H -0.528 2.526 -8.333 0.000
H 1.009 3.407 -8.208 0.000
H -0.417 4.235 -8.571 0.000
C 0.265 -0.900 2.323 0.006
O -0.597 -1.812 2.925 0.033
C -0.194 -1.963 4.288 0.051
C -1.244 -2.812 5.024 -0.022
N -1.134 -4.150 4.572 0.353
C -1.823 -5.088 5.481 -0.001
C -3.217 -4.758 5.936 0.026
O -3.213 -3.721 6.986 0.015
C -4.450 -3.365 7.514 0.001
H 1.222 -1.422 2.326 -0.015
H 0.291 0.135 2.665 0.005
H 0.019 -0.874 1.262 0.003
H -0.182 -0.994 4.786 0.000
H 0.717 -2.558 4.223 0.012
H -2.177 -2.402 4.638 0.045
H -1.100 -2.737 6.102 -0.008
H -1.543 -4.044 3.655 -0.011
H -1.223 -5.260 6.376 0.007
H -1.789 -6.023 4.922 0.000
H -3.575 -5.668 6.417 0.005
H -3.841 -4.522 5.074 0.000
H -4.707 -4.090 8.286 0.001
H -5.251 -3.227 6.787 0.000
H -4.443 -2.442 8.092 0.000
C 7.730 1.844 -1.400 0.000
O 6.537 1.114 -1.305 0.000
C 5.425 1.913 -1.529 0.000
C 4.261 0.923 -1.435 0.000
N 4.110 0.377 -0.066 0.000
C 3.249 -0.819 -0.034 -0.002
C 3.976 -2.110 -0.521 0.000
O 5.153 -2.316 0.300 0.000
C 5.922 -3.484 0.093 0.000
H 7.864 2.547 -0.578 0.000
H 7.742 2.480 -2.285 0.000
H 8.494 1.067 -1.429 0.000
H 5.471 2.404 -2.500 0.000
H 5.468 2.573 -0.662 0.000
H 4.308 0.195 -2.245 0.000
H 3.255 1.324 -1.561 0.000
H 5.043 0.004 0.035 0.000
H 2.388 -0.689 -0.689 0.000
H 2.914 -1.011 0.985 -0.003
H 4.301 -1.998 -1.556 0.000
H 3.312 -2.973 -0.478 0.000
H 5.817 -4.018 -0.851 0.000
H 5.570 -4.203 0.833 0.000
H 6.961 -3.236 0.313 0.000
O -0.813 2.636 -1.102 0.000
H -0.518 3.514 -0.862 0.000
H -1.150 2.731 -1.993 0.000
O 0.180 0.086 -1.676 0.001
H -0.508 -0.566 -1.545 0.000
H -0.172 0.887 -1.288 0.000
O -1.326 -2.333 -1.634 0.000
H -2.081 -2.713 -2.083 0.000
H -1.223 -2.865 -0.845 0.000
```

Results
max |F|	0.1688	Eh/bohr
HOMO-LUMO gap (spin up / spin down)	8.4 / 2.6	eV
⟨S²⟩	0.757
spin multiplicity	2
total charge	+1
energy above the lowest of the compared OMol25 structures with the same formula, charge and spin	0.00	kJ/mol


# C27H79ClO30V

C27H79ClO30V as an isolated structure at a distorted geometry (ωB97M-V/def2-TZVPD, the OMol25 dataset).

Geometry as XYZ:
```
138
Properties=species:S:1:pos:R:3:mulliken_spin:R:1
O -24.534 4.747 6.712 -0.313
V -25.840 5.085 7.542 1.239
Cl -21.296 5.254 5.935 0.000
O -19.989 5.522 5.460 0.000
O -22.097 6.397 5.828 -0.001
O -21.838 4.186 5.195 -0.001
O -21.195 4.869 7.324 0.000
C -29.766 5.223 9.715 0.000
C -28.773 5.806 8.754 0.008
C -28.895 7.318 8.637 -0.002
O -27.433 5.469 9.088 -0.043
H -30.763 5.265 9.277 0.000
H -29.869 5.759 10.658 0.000
H -29.723 4.139 9.820 0.000
H -28.873 5.399 7.748 0.003
H -28.781 7.803 9.606 0.000
H -29.895 7.520 8.253 0.000
H -28.178 7.758 7.944 0.003
C -22.214 4.189 10.906 -0.001
C -21.084 3.498 11.793 0.000
O -19.917 4.326 11.961 0.000
O -22.529 5.520 11.279 0.000
H -23.111 3.606 11.115 0.000
H -21.966 4.098 9.848 0.000
H -20.805 2.553 11.327 0.000
H -21.511 3.368 12.788 0.000
H -20.194 5.094 12.466 0.000
H -22.855 5.583 12.180 0.000
C -25.215 8.068 8.574 0.003
C -24.050 7.355 9.266 0.002
O -24.227 5.979 9.288 0.023
O -25.427 7.556 7.292 0.001
H -24.985 9.129 8.480 0.001
H -26.123 8.048 9.177 -0.002
H -24.069 7.660 10.312 -0.001
H -23.146 7.594 8.705 -0.001
H -23.670 5.709 10.022 0.004
H -24.804 7.947 6.675 0.005
C -25.028 1.783 8.530 -0.002
C -26.124 0.659 8.708 -0.001
O -26.897 0.572 7.481 0.000
O -25.471 3.101 8.940 0.026
H -24.706 1.855 7.492 0.002
H -24.099 1.601 9.071 0.001
H -26.855 0.769 9.509 0.000
H -25.719 -0.319 8.966 0.000
H -27.577 -0.105 7.520 0.000
H -25.712 3.017 9.865 -0.001
C -22.118 1.570 2.543 0.000
C -20.642 1.901 2.579 0.000
O -19.954 0.953 1.730 0.000
O -22.734 1.979 1.335 0.000
H -22.555 2.143 3.360 0.000
H -22.351 0.510 2.647 0.000
H -20.278 1.727 3.592 0.000
H -20.347 2.895 2.245 0.000
H -19.028 1.184 1.629 0.000
H -22.196 1.739 0.577 0.000
C -24.631 -0.795 4.647 0.000
C -25.628 -0.798 3.495 0.000
O -26.255 -2.067 3.280 0.000
O -23.493 -1.501 4.422 0.000
H -24.974 -1.223 5.589 0.000
H -24.349 0.226 4.906 0.000
H -25.117 -0.459 2.594 0.000
H -26.386 -0.039 3.690 0.000
H -25.537 -2.700 3.212 0.000
H -22.867 -1.326 5.128 0.000
C -21.229 0.365 7.203 0.000
C -19.906 0.067 7.928 0.000
O -20.159 -0.037 9.337 0.000
O -21.944 -0.753 6.810 0.000
H -20.999 1.025 6.366 0.000
H -21.825 1.036 7.820 0.000
H -19.266 0.949 7.962 0.000
H -19.262 -0.627 7.389 0.000
H -20.618 -0.867 9.488 0.000
H -22.107 -1.303 7.580 0.000
C -27.682 4.797 4.972 0.002
C -27.069 3.401 5.032 -0.004
O -26.776 3.156 6.438 0.028
O -26.967 5.758 5.703 0.012
H -28.741 4.869 5.220 -0.002
H -27.664 5.098 3.925 0.001
H -26.118 3.415 4.500 -0.001
H -27.807 2.690 4.660 -0.001
H -26.801 2.224 6.667 0.002
H -27.244 6.604 5.345 0.005
C -26.642 5.754 12.584 0.000
C -26.079 4.279 12.357 0.000
O -26.911 3.726 11.366 0.001
O -26.408 6.577 11.473 0.000
H -26.124 6.161 13.452 0.000
H -27.719 5.895 12.679 0.000
H -26.222 3.727 13.286 0.000
H -25.042 4.388 12.037 0.000
H -27.130 4.414 10.734 0.002
H -26.750 6.339 10.608 0.003
C -24.984 8.046 3.025 0.000
C -24.128 9.051 3.777 0.000
O -24.321 8.845 5.214 -0.001
O -26.277 8.563 2.764 0.000
H -24.927 7.086 3.537 -0.001
H -24.462 7.907 2.077 0.000
H -24.211 10.042 3.330 0.000
H -23.105 8.719 3.605 0.000
H -23.692 9.414 5.663 0.000
H -26.222 9.181 2.031 0.000
C -21.743 5.919 0.373 0.000
C -21.589 5.742 1.871 0.000
O -22.780 5.177 2.371 0.000
O -20.589 6.319 -0.302 0.000
H -22.599 6.587 0.280 0.000
H -22.144 5.006 -0.067 0.000
H -21.351 6.626 2.462 0.000
H -20.783 5.026 2.032 0.000
H -22.548 4.812 3.228 0.000
H -20.840 6.352 -1.228 0.000
C -32.099 2.622 7.081 0.000
C -30.924 3.403 6.381 0.000
O -30.682 3.049 5.082 0.000
O -33.315 2.865 6.462 0.000
H -32.169 3.182 8.014 0.000
H -31.918 1.595 7.400 0.000
H -30.006 3.183 6.927 0.000
H -31.028 4.485 6.464 0.000
H -31.142 3.608 4.451 0.000
H -33.465 3.810 6.390 0.000
C -27.749 10.154 6.052 0.000
C -28.595 8.986 5.447 0.000
O -27.721 8.006 4.823 -0.001
O -28.488 11.119 6.732 0.000
H -27.319 10.624 5.168 0.000
H -26.896 9.781 6.619 0.000
H -29.369 9.282 4.739 0.000
H -29.163 8.381 6.153 0.000
H -27.429 8.295 3.955 0.000
H -28.096 11.945 6.438 0.000
```

Results
max |F|	0.0676	Eh/bohr
HOMO-LUMO gap (spin up / spin down)	7.6 / 8.2	eV
⟨S²⟩	0.797
spin multiplicity	2


# C27H80N4O13

A 13-piece molecular cluster, C27H80N4O13 overall at a distorted geometry (ωB97M-V/def2-TZVPD, the OMol25 dataset).

Geometry as XYZ:
```
124
Properties=species:S:1:pos:R:3:mulliken_charge:R:1
C -2.610 -1.357 -3.623 -0.547
O -3.109 -1.329 -2.344 -0.514
H -2.922 -0.391 -4.078 0.253
H -2.986 -2.185 -4.258 0.424
H -1.535 -1.453 -3.617 -0.013
H -4.040 -1.613 -2.426 0.300
C -2.131 2.971 1.135 0.680
O -2.364 2.066 2.195 -0.678
H -2.520 2.525 0.259 -0.482
H -1.104 3.085 1.076 -0.356
H -2.555 3.952 1.373 0.444
H -2.595 1.170 1.798 0.580
C -0.674 -2.320 4.059 -0.048
O -0.247 -1.757 5.278 -0.552
H -0.689 -1.621 3.232 -0.258
H -1.644 -2.746 4.230 0.393
H -0.016 -3.186 3.846 0.281
H 0.034 -2.506 5.832 0.334
C -1.364 -4.206 -2.141 -0.965
O -1.708 -3.494 -1.025 -0.246
H -0.741 -5.061 -1.850 0.240
H -0.787 -3.648 -2.865 0.235
H -2.194 -4.605 -2.657 0.481
H -2.528 -3.088 -1.243 0.134
C -0.269 0.192 0.041 0.405
O 0.079 1.386 -0.532 0.289
N -1.144 -0.665 -0.477 2.590
N 0.238 -0.240 1.169 1.438
H -1.726 -0.537 -1.388 -1.706
H -1.316 -1.582 -0.018 -0.612
H 0.846 0.423 1.738 -0.198
H 0.095 -1.243 1.507 -1.278
C -3.727 -1.326 1.384 0.179
O -2.816 -2.334 1.364 -0.550
N -4.957 -1.587 1.595 -0.282
N -3.379 -0.143 0.904 -0.282
H -5.060 -2.570 1.872 0.277
H -5.796 -0.958 1.553 0.266
H -2.448 -0.197 0.395 -0.044
H -4.086 0.565 0.588 0.475
C 2.311 -3.180 0.918 -1.819
C 1.097 -3.755 0.475 2.486
C 1.179 -5.252 0.286 -2.141
O 0.129 -3.466 1.173 -0.515
H 2.287 -2.108 1.068 -0.076
H 3.076 -3.386 0.196 0.509
H 2.541 -3.659 1.838 0.565
H 0.947 -3.355 -0.538 -0.496
H 1.432 -5.714 1.207 0.482
H 2.030 -5.533 -0.367 0.342
H 0.218 -5.648 -0.077 0.383
H -0.669 -3.685 0.624 0.265
C 3.425 3.764 -0.729 -1.296
C 2.377 4.360 -1.573 1.151
C 2.740 4.265 -3.020 -1.515
O 1.191 3.993 -1.404 -0.459
H 4.438 4.003 -0.996 0.506
H 3.430 2.698 -0.809 -0.026
H 3.225 3.951 0.281 0.290
H 2.300 5.395 -1.366 0.356
H 2.743 3.229 -3.332 0.182
H 3.639 4.778 -3.348 0.489
H 2.013 4.751 -3.623 0.324
H 1.092 3.089 -1.142 -0.244
C -1.432 2.002 -3.349 -0.658
C 0.011 1.923 -3.781 2.215
C 0.304 0.532 -4.308 -1.345
O 0.337 2.781 -4.639 -0.669
H -1.569 2.880 -2.713 0.460
H -1.746 1.092 -2.809 -0.842
H -2.097 2.171 -4.183 0.563
H 0.626 2.063 -2.934 -0.946
H -0.236 0.363 -5.237 0.449
H 0.043 -0.193 -3.532 -0.362
H 1.330 0.332 -4.488 0.559
H 0.032 3.622 -4.275 0.503
C -6.682 0.603 -2.279 -1.976
C -5.598 0.628 -1.232 0.414
C -4.400 1.453 -1.763 -0.354
O -5.964 1.149 -0.135 -0.529
H -7.063 1.513 -2.617 0.452
H -7.523 0.100 -1.821 0.459
H -6.320 0.114 -3.145 0.395
H -5.322 -0.364 -0.924 0.049
H -4.567 2.480 -2.014 0.699
H -4.071 1.183 -2.720 0.244
H -3.514 1.351 -1.140 -0.402
H -6.378 1.988 -0.284 0.425
C 1.601 3.082 4.759 -1.754
C 1.077 2.476 3.469 0.733
C 1.903 3.223 2.399 -1.049
O 1.202 1.238 3.353 -0.327
H 2.593 2.751 4.963 0.462
H 0.964 2.816 5.617 0.384
H 1.585 4.212 4.736 0.401
H 0.021 2.866 3.379 0.057
H 2.917 2.841 2.244 0.463
H 1.997 4.271 2.627 0.544
H 1.467 3.062 1.446 -0.164
H 1.953 0.908 3.825 -0.245
C 4.155 0.473 -2.384 -1.843
C 2.945 -0.040 -1.590 2.044
C 2.310 -1.318 -2.080 -1.228
O 3.044 -0.113 -0.355 -0.372
H 4.094 0.541 -3.440 0.324
H 4.927 -0.273 -2.300 0.542
H 4.511 1.456 -2.032 0.229
H 2.107 0.677 -1.625 -0.345
H 2.866 -2.159 -1.677 0.547
H 2.260 -1.498 -3.187 0.445
H 1.314 -1.388 -1.793 -0.412
H 2.117 -0.281 -0.071 -0.339
C 2.614 -2.161 4.416 -0.933
C 4.002 -1.985 3.919 0.691
C 4.164 -0.688 3.114 -0.964
O 4.862 -1.859 4.778 -0.538
H 2.572 -2.995 5.119 0.358
H 1.990 -2.258 3.584 -0.127
H 2.200 -1.317 5.007 0.346
H 4.325 -2.876 3.268 0.209
H 3.887 0.127 3.719 0.264
H 3.616 -0.675 2.206 0.132
H 5.247 -0.614 2.860 0.374
H 5.692 -2.207 4.425 0.453
```

Results
max |F|	0.2485	Eh/bohr
HOMO-LUMO gap	8.6	eV
energy above the lowest of the compared OMol25 structures with the same formula, charge and spin	807.72	kJ/mol